{
  "formula": "C4H9ClS",
  "method": "the ωB97M-V functional and the def2-TZVPD basis",
  "de_lowest_kj_mol": 31.2,
  "smiles": "CC(C)(S)CCl",
  "homo_lumo_gap_ev": 10.028,
  "elements": ["C", "C", "C", "C", "H", "H", "H", "H", "H", "H", "H", "H", "H", "S", "Cl"],
  "positions_angstrom": [[0.30233, -1.33820, -0.43094], [-0.16171, 0.06825, -0.19877], [-1.04553, 0.16625, 1.02468], [1.04164, 1.04421, 0.02997], [0.80423, -1.72259, 0.49324], [0.91611, -1.35272, -1.34525], [-0.63852, -1.90195, -0.52402], [-1.95646, -0.39244, 0.84316], [-0.58104, -0.21705, 1.90740], [-1.47017, 1.20940, 1.18031], [-0.61170, 0.10211, -2.50889], [1.83445, 0.96198, -0.76980], [0.78504, 2.04558, 0.25445], [-1.11580, 0.77620, -1.49235], [1.89712, 0.55096, 1.53682]],
  "atomic_forces_ev_per_a": [[-0.54, -0.39, 0.46], [1.54, 1.64, 1.55], [-1.80, 1.09, -0.12], [1.23, -1.96, -0.51], [-0.04, 0.32, -1.05], [-0.10, -0.52, 0.46], [0.53, -0.29, -0.41], [-0.13, -0.48, -0.03], [0.32, 0.01, 0.55], [0.97, -0.97, 0.00], [0.31, -0.23, -0.45], [-1.13, 0.26, 0.66], [-0.61, 0.94, -0.35], [-1.10, 0.63, -1.06], [0.55, -0.06, 0.30]],
  "mulliken_charge": [-1.426, 0.887, -1.685, -0.614, 0.340, 0.417, 0.374, 0.434, 0.427, 0.375, 0.124, 0.341, 0.411, -0.196, -0.210]
}

***

{
  "formula": "C4H9ClS",
  "method": "the ωB97M-V functional and the def2-TZVPD basis",
  "de_lowest_kj_mol": 144.1,
  "smiles": "CSCCCCl",
  "homo_lumo_gap_ev": 9.698,
  "elements": ["C", "C", "C", "C", "H", "H", "H", "H", "H", "H", "H", "H", "H", "S", "Cl"],
  "positions_angstrom": [[-1.51290, 1.83626, 0.34906], [0.66477, 0.50225, -0.80367], [0.17855, -0.60356, 0.13012], [0.98937, -1.84962, -0.06052], [-1.74290, 2.94676, 0.35235], [-1.03211, 1.56662, 1.31645], [-2.31045, 1.06121, 0.49155], [0.87979, 0.00073, -1.69902], [1.42279, 0.93167, -0.31026], [0.18752, -0.16562, 1.08629], [-0.81314, -0.94975, -0.12373], [0.82031, -2.38303, -0.93556], [2.07467, -1.80022, 0.04042], [-0.58943, 1.76514, -1.29472], [0.78317, -2.85884, 1.46125]],
  "atomic_forces_ev_per_a": [[-0.13, 0.53, 0.22], [-3.82, -1.34, -1.02], [-0.44, 0.00, -1.84], [2.02, 0.30, 3.32], [-0.62, -1.66, 0.47], [1.03, 0.79, -0.97], [-0.15, 1.25, -1.17], [1.06, -0.18, -1.48], [3.18, 1.80, 1.10], [0.07, -0.29, 1.50], [-0.66, 0.41, 0.10], [-0.93, -1.11, -1.35], [-0.01, 0.96, -0.51], [-0.06, -1.08, 2.15], [-0.53, -0.38, -0.52]],
  "mulliken_charge": [-0.897, -0.729, -0.584, -0.741, 0.305, 0.312, 0.307, 0.415, 0.444, 0.442, 0.275, 0.472, 0.330, -0.113, -0.237]
}

***

{
  "formula": "C4H9F",
  "method": "the ωB97M-V functional and the def2-TZVPD basis",
  "de_lowest_kj_mol": 264.0,
  "homo_lumo_gap_ev": 10.482,
  "elements": ["C", "C", "C", "C", "F", "H", "H", "H", "H", "H", "H", "H", "H", "H"],
  "positions_angstrom": [[-2.11496, 0.85226, -0.00735], [1.28622, -1.59039, -0.70197], [1.24503, 0.32881, 0.80022], [1.27967, -0.27999, -0.49353], [0.99078, 0.60685, -1.55437], [-2.64170, 1.58518, 0.67423], [-2.89501, 0.29207, -0.50857], [-1.64283, 1.37846, -0.78016], [-1.71274, -0.29905, 0.60503], [1.33623, -2.14189, 0.22998], [1.39110, -2.11707, -1.61467], [0.79194, -0.44896, 1.38639], [2.13314, 0.64167, 1.29669], [0.55314, 1.19204, 0.66809]],
  "atomic_forces_ev_per_a": [[-1.87, -3.74, 3.10], [0.58, 0.65, 0.94], [-1.75, 1.48, 0.59], [-0.64, -0.54, -3.07], [0.98, -1.02, 1.12], [0.88, -1.12, -0.37], [-0.69, 0.32, -0.33], [1.81, 0.22, -0.68], [-0.22, 4.30, -1.74], [0.18, -0.32, -0.26], [-0.32, -0.11, -0.79], [-0.36, 0.13, 0.89], [0.99, 0.27, -0.12], [0.42, -0.51, 0.74]],
  "mulliken_charge": [-1.006, -0.795, -0.970, 0.669, -0.299, 0.250, 0.323, 0.289, 0.143, 0.207, 0.329, 0.282, 0.323, 0.255]
}

***

{
  "formula": "C4H9F2O3P2",
  "method": "the ωB97M-V functional and the def2-TZVPD basis",
  "de_lowest_kj_mol": 260.8,
  "homo_lumo_gap_ev": 8.704,
  "charge": -1,
  "elements": ["C", "C", "C", "C", "O", "O", "O", "F", "F", "P", "P", "H", "H", "H", "H", "H", "H", "H", "H", "H"],
  "positions_angstrom": [[-2.12840, -1.49190, -0.25600], [-1.38864, 0.25319, 1.72068], [2.14883, 1.46210, -1.55623], [0.55177, -0.61909, -0.40087], [1.38337, 1.47141, 1.09322], [-1.45890, 1.22777, -0.83450], [3.22693, -0.16809, 0.27783], [0.43247, -1.91995, 1.23074], [0.68118, -1.52254, -1.28282], [-1.09079, -0.00001, -0.08428], [2.00882, 0.60332, 0.06787], [-1.72491, -2.15035, -1.03863], [-1.79411, -1.91703, 0.68413], [-3.16490, -1.33908, -0.28515], [-1.49706, -0.48522, 2.39389], [-0.66130, 0.95301, 2.10701], [-2.31379, 0.85087, 1.93110], [3.05693, 2.06827, -1.44714], [2.46030, 0.67726, -2.33874], [1.27221, 2.04605, -1.98211]],
  "atomic_forces_ev_per_a": [[2.68, -0.36, -0.36], [-0.19, 4.03, -1.42], [-0.09, -0.92, -1.61], [1.60, -0.35, 3.47], [-0.24, 0.07, -0.08], [0.54, -0.25, -0.64], [1.17, -0.87, -0.02], [-0.02, 1.88, -2.18], [0.17, -0.86, -1.31], [-3.64, 0.27, 2.32], [-1.11, 0.59, -0.50], [-0.54, 0.18, 0.02], [-0.34, -0.68, 0.12], [-1.33, 0.38, -0.19], [0.28, -3.31, 1.66], [0.69, -0.05, -0.07], [0.23, -0.31, -1.20], [-0.33, 0.23, 0.01], [-0.55, 0.97, 1.06], [1.03, -0.66, 0.93]],
  "mulliken_charge": [-1.191, -1.263, -0.979, 0.565, -0.732, -0.784, -0.728, -0.624, -0.196, 0.906, 0.921, 0.346, 0.337, 0.367, 0.443, 0.345, 0.396, 0.319, 0.281, 0.269]
}

***

{
  "formula": "C4H9F6IN2O2P",
  "method": "the ωB97M-V functional and the def2-TZVPD basis",
  "homo_lumo_gap_ev": 8.377,
  "charge": -1,
  "elements": ["N", "C", "C", "C", "O", "C", "O", "N", "I", "H", "H", "H", "H", "H", "H", "H", "H", "H", "F", "P", "F", "F", "F", "F", "F"],
  "positions_angstrom": [[3.01200, -1.38686, 2.07575], [2.97050, -0.84424, 0.66754], [1.92266, 0.37873, 0.40241], [1.03284, 0.85833, 1.68380], [-0.33324, 1.18815, 1.15518], [-1.27190, 0.08128, 1.52336], [-1.79341, -0.07253, 2.76059], [-1.67618, -0.88059, 0.39265], [-1.11927, -2.78701, 1.07111], [2.06305, -1.75136, 2.38528], [3.59516, -2.27527, 2.01153], [2.72345, -1.71228, -0.08566], [4.05468, -0.44101, 0.39739], [1.22552, 0.08487, -0.49295], [2.56123, 1.32587, 0.05738], [0.85775, 0.05872, 2.51731], [1.48550, 1.85478, 2.15646], [-1.05650, -0.64171, -0.42527], [-2.10430, 2.18355, -3.51969], [-2.89355, 0.99463, -2.89382], [-3.61154, 1.32107, -4.23725], [-4.27667, 1.12616, -2.18815], [-1.53979, 0.23122, -2.77781], [-3.22825, -0.50601, -3.14440], [-2.59976, 1.61153, -1.49272]],
  "atomic_forces_ev_per_a": [[-0.35, -1.47, -0.61], [0.33, -0.01, -1.13], [0.59, 0.57, -0.01], [0.06, 0.04, -0.03], [-1.52, -3.22, 1.44], [-2.15, -0.45, 4.42], [3.69, 1.22, -7.99], [2.32, 2.33, 2.12], [-0.21, 0.56, -0.40], [1.39, 0.70, -0.81], [-0.90, 1.56, 0.24], [0.45, 1.72, 1.19], [-2.24, -1.00, 0.68], [1.20, 0.69, 1.88], [-1.53, -2.10, 0.63], [0.78, 1.53, -1.52], [-1.17, -2.29, -1.02], [-0.88, -0.25, 0.77], [4.10, 4.05, 0.75], [-0.63, 0.30, -0.11], [-3.89, -1.63, -4.00], [-5.71, -0.23, -0.48], [6.17, 0.10, 0.54], [-4.00, -4.11, -0.57], [4.10, 1.39, 4.05]],
  "mulliken_charge": [-0.671, -0.362, -0.139, -0.388, -0.273, 0.644, -0.557, -0.534, 0.120, 0.229, 0.254, 0.240, 0.263, 0.038, 0.240, 0.292, 0.248, 0.364, -0.337, 0.947, -0.325, -0.339, -0.321, -0.328, -0.303]
}

***

{
  "formula": "C4H9FN",
  "method": "the ωB97M-V functional and the def2-TZVPD basis",
  "de_lowest_kj_mol": 44.5,
  "s2": 2.006,
  "homo_lumo_gap_ev": [6.573, 10.515],
  "charge": 1,
  "spin_multiplicity": 3,
  "elements": ["C", "C", "C", "C", "N", "F", "H", "H", "H", "H", "H", "H", "H", "H", "H"],
  "positions_angstrom": [[-1.26712, 0.43555, -0.02081], [-0.00316, -0.41415, 0.14983], [-2.65102, -0.05415, -0.19980], [1.22956, 0.20157, 0.65950], [2.27479, -0.04233, -0.50093], [0.04600, -1.70527, -0.12982], [-0.95825, 1.50831, 0.21497], [-3.22538, -0.11046, 0.71193], [-3.13748, 0.54367, -0.82517], [-2.55683, -1.04494, -0.45888], [1.72893, -0.38653, 1.59571], [1.27325, 1.30295, 0.94031], [2.92318, 0.66770, -0.32475], [1.83208, 0.20966, -1.36300], [2.49144, -1.11158, -0.44910]],
  "atomic_forces_ev_per_a": [[0.75, 1.74, 0.38], [-0.47, 1.68, 0.94], [2.94, -0.63, 3.42], [1.20, -1.56, 1.93], [-1.49, -2.49, 1.33], [0.03, -0.19, -0.04], [-1.03, -1.43, -0.54], [-0.25, 0.32, 0.78], [-2.23, 2.21, -2.93], [-0.28, -2.29, -1.33], [-1.05, 1.23, -2.08], [-0.65, -1.51, -0.68], [2.58, 0.42, 0.18], [-0.41, -0.23, -0.91], [0.36, 2.72, -0.45]],
  "mulliken_charge": [-0.223, 0.379, -1.190, -0.494, -0.342, -0.240, 0.244, 0.327, 0.385, 0.363, 0.325, 0.402, 0.321, 0.331, 0.412]
}

***

{
  "formula": "C4H9FN2",
  "method": "the ωB97M-V functional and the def2-TZVPD basis",
  "de_lowest_kj_mol": 407.6,
  "smiles": "NC[C@@]1(F)C[C@@H]1N",
  "homo_lumo_gap_ev": 9.898,
  "elements": ["C", "C", "C", "C", "H", "H", "H", "H", "H", "H", "H", "H", "H", "N", "N", "F"],
  "positions_angstrom": [[1.20612, 0.13367, 0.73403], [-0.14806, 0.10378, -0.02147], [-0.55955, -1.06639, -0.86273], [-1.45740, -0.44580, 0.35882], [3.15583, -0.10069, 0.32144], [2.29559, 1.01609, -0.77979], [1.47093, 1.03107, 1.41851], [1.53740, -0.83406, 1.32657], [-0.74793, -0.97164, -1.87315], [0.26506, -1.89848, -0.88187], [-1.46010, -0.74336, 1.42314], [-3.26439, 0.32690, -0.58829], [-1.96698, 1.37706, 0.20012], [2.31860, 0.06106, -0.37872], [-2.44421, 0.43574, 0.19697], [-0.20091, 1.57504, -0.59357]],
  "atomic_forces_ev_per_a": [[2.21, -1.35, -0.36], [2.52, 2.33, -0.61], [2.43, -0.34, 2.87], [3.45, -2.38, 0.96], [-1.49, 1.01, -2.59], [0.76, -0.74, 0.35], [-1.33, -1.32, -1.13], [-1.74, 1.73, -0.88], [-1.46, 0.91, -1.76], [-1.88, 1.20, 1.08], [0.38, -1.56, -0.78], [3.19, 0.32, 2.67], [-1.74, -1.04, -0.69], [0.06, 0.26, 3.29], [-5.34, 3.94, -3.25], [-0.03, -2.97, 0.81]],
  "mulliken_charge": [-0.666, 0.964, -0.944, -0.136, 0.276, 0.253, 0.305, 0.329, 0.286, 0.217, 0.281, 0.258, 0.266, -0.635, -0.597, -0.457]
}

***

{
  "formula": "C4H9FN2OP",
  "method": "the ωB97M-V functional and the def2-TZVPD basis",
  "de_lowest_kj_mol": 68.6,
  "smiles": "[NH2+]=C(O)NC/C=C(\\F)P",
  "homo_lumo_gap_ev": 9.333,
  "charge": 1,
  "elements": ["C", "C", "C", "C", "N", "N", "O", "F", "P", "H", "H", "H", "H", "H", "H", "H", "H", "H"],
  "positions_angstrom": [[-1.61753, 0.67956, -0.04685], [-0.35166, -1.37455, 0.33063], [1.11421, -0.92714, 0.07308], [1.89179, 0.21188, 0.24171], [-1.29283, -0.32168, 0.77015], [-2.54620, 1.56021, 0.33365], [-1.02803, 0.83630, -1.21981], [1.16244, 1.27531, 0.73742], [3.65826, 0.21684, 0.02589], [-0.84613, -1.87001, -0.67244], [-0.52339, -2.19587, 1.11951], [-0.72501, 0.01217, -1.62023], [1.50682, -1.86464, -0.25149], [-1.69066, -0.62829, 1.62227], [-3.20720, 1.23441, 1.01380], [-2.86547, 2.20827, -0.37159], [3.70998, 1.38531, -0.85772], [3.65062, -0.43809, -1.22798]],
  "atomic_forces_ev_per_a": [[-0.34, -0.66, 1.04], [-1.17, -0.37, -1.14], [-0.01, 0.47, 0.60], [-4.93, -2.68, -0.02], [1.36, -0.47, -2.09], [0.63, -0.28, -1.00], [-0.96, 0.47, 0.86], [1.31, -0.25, -0.33], [1.46, 1.49, -1.17], [1.48, 1.02, 2.14], [1.02, 1.10, -1.24], [0.40, -0.21, 0.19], [1.39, -0.11, -0.45], [-1.15, 0.98, 0.80], [-0.14, 0.30, 0.34], [-0.07, 0.10, 0.11], [-0.07, -0.26, 1.06], [-0.22, -0.66, 0.32]],
  "mulliken_charge": [0.669, -1.025, -0.316, 0.518, -0.118, -0.370, -0.441, -0.257, -0.112, 0.363, 0.371, 0.428, 0.321, 0.243, 0.259, 0.292, 0.096, 0.079]
}